No. 1
The following is a quantum chemistry calculation of C2H9AgF2O5 as an isolated structure at a distorted geometry, from the Open Molecules 2025 dataset.

Gap between HOMO and LUMO (alpha / beta), eV: 7.0 / 6.6
⟨S²⟩: 0.755
Largest force on an atom, eV/Å: 2.89
Lowest unoccupied orbital energy (alpha / beta), eV: 2.6 / 2.5
Multiplicity: 2
Charge: -1
Electronic energy, eV: -21891.1584

Each line ends with the Löwdin spin population.
Positions of all 19 atoms, in Å:
1 Ag -0.42 -0.84 -0.41  0.547
2 F -2.47 -1.52 0.09  0.121
3 F -1.26 -0.55 -2.32  0.294
4 C -0.66 3.38 0.91  0.001
5 C -0.39 2.04 0.23  0.000
6 O 0.68 1.88 -0.42  0.003
7 O -1.28 1.18 0.39  0.005
8 H 0.09 4.17 0.78  0.000
9 H -0.62 3.23 1.99  0.000
10 H -1.64 3.72 0.58  0.000
11 O 1.64 -0.71 -1.50  0.013
12 H 1.94 -1.47 -1.99  0.000
13 H 2.35 -0.06 -1.52  0.001
14 O -0.25 -3.24 -0.59  -0.004
15 H -1.17 -3.40 -0.33  -0.001
16 H 0.03 -4.00 -1.11  0.000
17 O 0.92 -1.04 1.53  0.020
18 H 0.78 -1.30 2.45  0.001
19 H 1.73 -1.47 1.25  0.001


No. 2
The following is a quantum chemistry calculation of C2H9BIKO5P3 as an isolated structure at a distorted geometry, from the Open Molecules 2025 dataset.

Gap between HOMO and LUMO, eV: 7.3
Largest force on an atom, eV/Å: 1.19
Lowest unoccupied orbital energy, eV: -4.5
Multiplicity: 1
Charge: +1
Electronic energy, eV: -65422.7935

Each line ends with the Mulliken charge.
Positions of all 22 atoms, in Å:
1 C 2.86 -2.05 0.03  -0.771
2 O 2.30 -0.77 0.27  -0.348
3 C 1.12 -0.55 -0.47  -0.408
4 B 0.50 0.82 -0.18  0.484
5 P -1.27 1.35 -0.80  -0.356
6 P -2.61 -0.14 0.00  0.883
7 O -3.51 0.47 1.00  -0.655
8 O -1.81 -1.35 0.66  -0.451
9 O -3.39 -0.69 -1.26  -0.494
10 P 1.48 2.11 0.93  0.127
11 O 2.23 3.06 -0.17  -0.409
12 I -0.48 3.46 1.65  -0.298
13 H 3.92 -2.02 0.27  0.250
14 H 2.35 -2.80 0.63  0.286
15 H 2.76 -2.33 -1.02  0.337
16 H 0.41 -1.36 -0.32  0.401
17 H 1.35 -0.54 -1.55  0.359
18 H -1.25 1.09 -2.19  0.090
19 H -2.25 -1.55 1.49  0.341
20 H -4.26 -1.00 -0.97  0.336
21 H 2.44 2.55 -0.96  0.355
22 K -2.91 2.25 2.95  0.943


No. 3
The following is a quantum chemistry calculation of one molecule with the formula C2H9FN3P at a distorted geometry, from the Open Molecules 2025 dataset.

Gap between HOMO and LUMO, eV: 10.1
Largest force on an atom, eV/Å: 6.08
Lowest unoccupied orbital energy, eV: 0.8
Structure (SMILES): CN(C)[P@](=N)(N)F
Multiplicity: 1
Charge: 0
Electronic energy, eV: -18696.8153

Each line ends with the Mulliken charge.
Positions of all 16 atoms, in Å:
1 C 0.96 -1.51 -0.10  -0.962
2 C 1.50 0.79 0.07  -0.958
3 N -1.21 -0.01 -1.71  -0.709
4 N -1.39 1.40 0.98  -0.552
5 N 0.49 -0.25 0.37  -0.083
6 F -1.95 -1.14 0.65  -0.374
7 P -1.05 0.13 -0.08  0.872
8 H 0.39 -2.33 0.19  0.270
9 H 0.94 -1.37 -1.21  0.451
10 H 1.99 -1.80 0.37  0.259
11 H 2.45 0.62 0.43  0.336
12 H 1.67 0.69 -1.01  0.366
13 H 0.96 1.68 0.37  0.350
14 H -2.27 0.06 -2.05  0.221
15 H -1.07 1.26 1.86  0.244
16 H -2.41 1.78 0.89  0.269


No. 4
The following is a quantum chemistry calculation of C2H9InO4 as an isolated structure at a distorted geometry, from the Open Molecules 2025 dataset.

Gap between HOMO and LUMO, eV: 5.8
Largest force on an atom, eV/Å: 3.15
Lowest unoccupied orbital energy, eV: -4.0
Multiplicity: 1
Charge: 0
Electronic energy, eV: -15576.8571

Each line ends with the Mulliken charge.
Positions of all 16 atoms, in Å:
1 In -1.89 1.11 -0.29  1.203
2 O -0.14 3.19 0.29  -0.669
3 H -0.90 3.61 0.73  0.258
4 O -4.08 0.64 1.22  -0.693
5 H -4.86 0.34 0.74  0.275
6 O -2.80 -0.43 -2.34  -0.684
7 H -2.66 -1.39 -2.40  0.250
8 C 2.35 -1.47 -0.28  -0.977
9 C 1.60 -0.67 0.78  -0.278
10 O 0.91 0.44 0.18  -0.404
11 H 2.88 -2.30 0.19  0.347
12 H 3.15 -0.84 -0.68  0.293
13 H 1.72 -1.87 -1.07  0.262
14 H 2.32 -0.32 1.52  0.255
15 H 0.84 -1.19 1.36  0.316
16 H 1.55 1.15 0.04  0.248


No. 5
The following is a quantum chemistry calculation of C2H9LiO5PSi2 as an isolated structure at a distorted geometry, from the Open Molecules 2025 dataset.

Gap between HOMO and LUMO, eV: 8.0
Largest force on an atom, eV/Å: 2.12
Lowest unoccupied orbital energy, eV: -4.7
Multiplicity: 1
Charge: +1
Electronic energy, eV: -37702.8407

Each line ends with the Mulliken charge.
Positions of all 20 atoms, in Å:
1 O 2.35 -0.48 1.81  -0.481
2 C 2.31 -0.54 0.61  0.324
3 O 3.21 0.08 -0.17  -0.455
4 C 1.27 -1.38 -0.09  -0.437
5 Si -0.09 -0.32 -0.81  0.443
6 O 0.35 1.25 -0.98  -0.169
7 Si 0.14 2.35 0.30  0.489
8 P -2.04 -0.77 0.16  0.125
9 O -1.83 -0.83 1.74  -0.425
10 O -3.13 0.39 -0.16  -0.440
11 H 2.78 0.41 -0.96  0.351
12 H 1.76 -1.89 -0.91  0.405
13 H 0.89 -2.12 0.59  0.410
14 H -0.33 -0.83 -2.21  -0.281
15 H -0.99 1.94 1.16  -0.125
16 H 1.38 2.41 1.09  -0.059
17 H -0.11 3.66 -0.31  -0.105
18 H -2.69 -0.97 2.16  0.332
19 H -3.55 0.17 -0.98  0.306
20 Li -1.67 -2.54 -2.03  0.792


No. 6
The following is a quantum chemistry calculation of a 2-piece molecular cluster, C2H9N2 overall at a distorted geometry, from the Open Molecules 2025 dataset.

Gap between HOMO and LUMO (alpha / beta), eV: 2.7 / 7.1
⟨S²⟩: 0.753
Largest force on an atom, eV/Å: 3.69
Lowest unoccupied orbital energy (alpha / beta), eV: 0.2 / 0.1
Multiplicity: 2
Charge: 0
Electronic energy, eV: -5195.1809

Each line ends with the Löwdin spin population.
Positions of all 13 atoms, in Å:
1 N -1.29 -1.45 -0.23  0.035
2 H -0.26 -1.06 0.00  0.019
3 H -1.46 -2.46 -0.27  0.005
4 H -1.91 -1.13 0.51  0.036
5 H -1.52 -1.01 -1.12  0.048
6 C 0.31 1.60 -0.71  0.253
7 C 0.34 0.86 0.44  0.337
8 N 0.99 -0.39 0.53  0.074
9 H 0.78 1.33 -1.64  0.059
10 H 0.08 2.64 -0.53  0.029
11 H -0.35 1.15 1.35  0.053
12 H 1.22 -0.76 1.44  0.033
13 H 1.64 -0.50 -0.23  0.019


No. 7
The following is a quantum chemistry calculation of a 2-piece molecular cluster, C2H9N2O overall, from the Open Molecules 2025 dataset.

Gap between HOMO and LUMO, eV: 5.4
Largest force on an atom, eV/Å: 0.77
Lowest unoccupied orbital energy, eV: 3.4
Multiplicity: 1
Charge: -1
Electronic energy, eV: -7246.8814

Each line ends with the Mulliken charge.
Positions of all 14 atoms, in Å:
1 N 0.96 0.63 -3.04  -0.597
2 H 1.23 1.60 -3.13  0.193
3 H 0.51 0.28 -3.87  0.196
4 H 1.80 0.11 -2.82  0.205
5 C -1.10 -0.83 1.96  -0.339
6 O -1.36 -0.83 3.27  -0.867
7 C -0.11 0.28 1.49  -0.522
8 N 0.30 0.23 0.08  -0.500
9 H -0.65 -1.80 1.58  0.113
10 H -2.01 -0.67 1.29  0.118
11 H -0.56 1.25 1.70  0.273
12 H 0.77 0.16 2.14  0.288
13 H -0.53 0.24 -0.51  0.218
14 H 0.74 -0.66 -0.14  0.223


No. 8
The following is a quantum chemistry calculation of a 2-piece molecular cluster, C2H9N2O overall, from the Open Molecules 2025 dataset.

Gap between HOMO and LUMO, eV: 11.8
Largest force on an atom, eV/Å: 0.98
Lowest unoccupied orbital energy, eV: -3.2
Multiplicity: 1
Charge: +1
Electronic energy, eV: -7242.0005

Each line ends with the Mulliken charge.
Positions of all 14 atoms, in Å:
1 C -2.02 -0.78 0.00  -0.837
2 N 0.81 1.53 0.27  -0.250
3 C -0.41 1.02 0.22  0.236
4 N -0.67 -0.23 -0.04  -0.125
5 H -2.23 -1.26 0.95  0.327
6 H -2.77 -0.01 -0.18  0.311
7 H -2.15 -1.55 -0.74  0.311
8 H 1.58 0.94 -0.04  0.266
9 H 0.89 2.52 0.41  0.241
10 H -1.27 1.66 0.38  0.301
11 H 0.08 -0.89 -0.25  0.254
12 H 2.90 -0.89 -1.09  0.325
13 H 2.88 -1.28 0.39  0.307
14 O 2.39 -0.78 -0.28  -0.666


No. 9
The following is a quantum chemistry calculation of a 2-piece molecular cluster, C2H9N2O overall at a distorted geometry, from the Open Molecules 2025 dataset.

Gap between HOMO and LUMO, eV: 9.8
Largest force on an atom, eV/Å: 3.04
Lowest unoccupied orbital energy, eV: -3.2
Multiplicity: 1
Charge: +1
Electronic energy, eV: -7240.7369

Each line ends with the Mulliken charge.
Positions of all 14 atoms, in Å:
1 C 0.82 -0.67 0.36  -0.329
2 C 0.79 -0.29 -0.91  -0.025
3 N 1.59 -0.68 -1.93  -0.387
4 N 0.02 0.00 1.39  -0.229
5 H 1.66 -1.24 0.82  0.280
6 H 0.10 0.54 -1.08  0.282
7 H 2.48 -1.12 -1.80  0.207
8 H 1.27 -0.43 -2.85  0.225
9 H 0.34 0.79 1.93  0.359
10 H -0.20 -0.77 2.05  0.412
11 H -0.89 0.33 0.94  0.222
12 H -2.98 0.51 0.08  0.320
13 H -2.66 1.97 0.51  0.309
14 O -2.33 1.06 0.52  -0.645


No. 10
The following is a quantum chemistry calculation of a 2-piece molecular cluster, C2H9N2O overall at a distorted geometry, from the Open Molecules 2025 dataset.

Gap between HOMO and LUMO, eV: 10.0
Largest force on an atom, eV/Å: 1.91
Lowest unoccupied orbital energy, eV: -3.2
Multiplicity: 1
Charge: +1
Electronic energy, eV: -7240.5224

Each line ends with the Mulliken charge.
Positions of all 14 atoms, in Å:
1 C 0.90 0.62 0.06  -0.431
2 C 0.61 0.06 -1.13  -0.105
3 N 1.33 -0.93 -1.71  -0.413
4 N -0.15 1.14 0.93  -0.242
5 H 1.92 0.79 0.34  0.388
6 H -0.41 0.22 -1.49  0.277
7 H 2.20 -1.14 -1.25  0.245
8 H 1.51 -0.98 -2.70  0.261
9 H -0.13 0.69 1.85  0.369
10 H -0.17 2.15 1.07  0.349
11 H -1.01 0.85 0.48  0.289
12 H -2.99 -1.03 1.19  0.302
13 H -1.54 -1.63 1.25  0.319
14 O -2.06 -0.83 1.11  -0.609